1.
This record from OMol25 describes an isolated molecule of C3H6N2S3 in a non-equilibrium geometry. The level of theory is wB97M-V/def2-TZVPD.

Multiplicity ... 1
Energy above the lowest of the compared OMol25 structures with the same formula, charge and spin ... 4.312 eV
LUMO level ... -0.052 Ha
Gap between HOMO and LUMO ... 5.820 eV

Geometry as XYZ:
```
14
Properties=species:S:1:pos:R:3:forces:R:3
C 1.108295 -0.477869 0.122851 0.306 0.776 0.831
C -0.320616 -1.072082 0.282407 0.948 -1.631 -1.617
C -1.151992 0.689553 -1.063634 2.599 -1.731 1.967
N 1.164748 0.809650 -0.132604 0.370 -1.234 0.517
N -1.220812 0.015950 0.072876 -1.896 1.177 -3.231
S 2.244641 -1.674068 0.386744 0.651 0.100 0.015
S 2.602707 1.703524 -0.206910 -0.248 0.411 -0.262
S -2.123041 0.709773 1.370194 -1.172 -1.271 0.093
H -0.250343 -1.939464 -0.553744 -1.083 2.018 1.865
H -0.618626 -1.469144 1.259418 0.923 -0.206 -0.283
H -1.597007 1.605776 -1.185425 -1.639 1.864 0.085
H -0.350514 0.503455 -1.785835 -0.645 -0.915 0.150
H 3.656717 0.886993 0.011507 -0.464 -0.574 0.003
H -3.144156 -0.292052 1.422157 1.349 1.216 -0.132
```
Positions in Å, forces in eV/Å.

Here are the Mulliken charges for atoms 1 to 5, given in e: 0.301, -0.638, -0.258, -0.414, 0.004

2.
This record from OMol25 describes a structure of composition C19H35BHfNO2P in a non-equilibrium geometry. The level of theory is wB97M-V/def2-TZVPD.

Multiplicity ... 1
LUMO level (alpha / beta) ... -0.310 / -0.310 Ha
Gap between HOMO and LUMO (alpha / beta) ... 4.452 / 4.452 eV
Charge ... +2

Geometry as XYZ:
```
60
Properties=species:S:1:pos:R:3:forces:R:3
C -2.024462 2.152861 -3.008792 -0.195 0.179 0.271
C -2.346374 1.887721 -1.679186 0.096 0.025 0.316
C -1.707810 0.842014 -0.991497 -0.340 0.977 -0.679
C -0.678325 0.163686 -1.650029 0.430 -0.710 0.452
C -0.389389 0.378053 -3.001955 -0.709 1.252 -1.063
C -1.081337 1.386143 -3.686599 0.625 -0.735 0.033
C -2.116690 0.473457 0.404454 0.022 1.013 0.498
C -3.672446 0.442036 0.577490 -0.628 -1.223 -0.061
N -4.359596 -0.586628 -0.147154 0.141 0.527 0.616
Hf 0.638918 -0.705341 -0.216637 -1.380 -0.037 0.440
C 0.677632 -0.435926 -3.681887 0.219 0.240 0.387
P 1.458448 -1.561428 -2.429500 0.202 -1.361 -3.039
H -3.081783 2.507920 -1.160823 0.196 -0.204 -0.330
H -0.846697 1.574786 -4.734846 -0.176 0.036 0.241
H -2.523074 2.973678 -3.526443 0.112 -0.251 0.141
H 1.466388 0.201533 -4.112629 -0.272 -0.117 0.113
H 0.282924 -1.060033 -4.503163 0.109 0.214 0.355
H -1.708667 -0.513118 0.732687 -0.136 -0.004 -0.036
H -1.766431 1.247043 1.112306 0.048 -0.316 -0.105
H -3.893969 0.268256 1.641725 0.185 0.369 -0.206
C 3.141208 -1.720460 -3.095010 0.634 -0.045 0.409
C 0.701524 -3.145579 -2.904255 -0.046 -0.437 0.463
H -4.103463 1.407559 0.270842 0.401 -0.175 0.295
C -4.733115 -0.415991 -1.514625 -0.250 0.054 -0.319
C -4.451064 -1.915843 0.387573 -0.071 -0.072 0.021
H 1.501366 0.787279 -1.096626 -0.483 0.832 -2.246
H -5.741079 -0.843014 -1.671708 0.362 0.242 -0.100
H -4.741621 0.656459 -1.758937 -0.170 -0.411 -0.049
H -4.039819 -0.925148 -2.206460 -0.085 0.099 -0.080
H -5.491848 -2.278825 0.318496 0.364 0.015 0.128
H -3.821166 -2.630946 -0.169159 -0.017 -0.027 0.141
H -4.137557 -1.905565 1.440571 -0.184 -0.150 -0.241
H 0.815029 -3.321432 -3.981739 0.006 0.086 0.279
H 1.206859 -3.947754 -2.350739 -0.194 0.010 -0.192
H -0.364699 -3.152529 -2.643645 0.195 -0.035 -0.104
H 3.169564 -2.469803 -3.901733 -0.123 0.294 0.300
H 3.500782 -0.759657 -3.489862 -0.089 -0.280 0.220
H 3.806920 -2.048929 -2.287435 0.080 0.016 -0.342
H 2.061649 0.305968 -1.038075 1.004 -0.258 -2.007
C 1.541350 -0.681451 3.981405 0.295 0.029 0.669
C 1.587527 0.443823 2.986244 0.248 0.663 1.891
C 0.514110 1.497761 3.278958 -0.242 0.197 0.013
O 1.292486 -0.175426 1.725332 0.886 0.831 -0.616
B 1.989354 0.708593 0.777448 -0.106 0.545 3.590
O 2.879560 1.534278 1.347375 -1.054 -0.862 -1.698
C 2.993834 1.101714 2.720391 1.004 -0.356 1.387
C 3.359528 2.316223 3.562271 -0.314 0.245 0.370
C 4.164117 0.101504 2.804092 0.121 -0.088 -0.079
H 0.549021 -1.142230 3.926789 0.106 0.144 0.278
H 1.723375 -0.279679 4.995885 -0.120 -0.443 -0.408
H 2.278352 -1.456177 3.736815 -0.112 0.240 0.204
H -0.482153 1.049192 3.165969 0.229 -0.008 0.217
H 0.617613 1.864123 4.318809 -0.056 -0.195 -0.601
H 0.543958 2.366843 2.596357 0.200 -0.363 0.263
H 3.458738 2.018261 4.619394 -0.056 0.140 -0.370
H 4.323651 2.742739 3.240940 -0.365 -0.353 0.029
H 2.611444 3.115806 3.490150 0.163 -0.240 0.031
H 3.990977 -0.812813 2.217373 -0.083 0.146 0.199
H 5.090632 0.549011 2.411607 -0.443 0.049 0.116
H 4.365796 -0.174594 3.851400 -0.184 0.046 -0.403
```
Positions in Å, forces in eV/Å.

Here are the Mulliken charges for atoms 1 to 5, given in e: -0.955, -0.651, 0.529, 0.694, 0.137

3.
This record from OMol25 describes a cluster of 6 separate species, C6H25NO7 in total in a non-equilibrium geometry. The level of theory is wB97M-V/def2-TZVPD.

Multiplicity ... 2
Energy above the lowest of the compared OMol25 structures with the same formula, charge and spin ... 3.110 eV
LUMO level (alpha / beta) ... 0.098 / 0.096 Ha
Gap between HOMO and LUMO (alpha / beta) ... 2.083 / 8.980 eV
Charge ... -1

Geometry as XYZ:
```
39
Properties=species:S:1:pos:R:3:forces:R:3
C 0.574714 -5.309073 -2.646552 -1.449 0.073 2.744
O -0.361906 -4.256833 -2.211892 1.008 0.120 -0.468
C -0.582456 -4.078113 -0.780312 0.111 1.452 -2.085
C -1.435726 -2.766953 -0.575982 0.589 0.587 -0.373
N -0.991336 -1.465193 -1.169822 0.852 -1.520 0.510
C -0.003346 -0.763273 -0.280972 -1.285 -1.183 -1.909
C -0.600216 -0.223253 0.970248 1.623 0.277 1.216
O -1.375716 0.859407 0.725828 -2.862 2.053 -0.857
C -2.310506 1.190977 1.745128 -0.155 0.210 -0.255
H 0.612574 -5.509373 -3.717312 -0.469 0.534 0.179
H 0.178494 -6.142823 -2.066922 0.059 -0.970 -0.653
H 1.577924 -5.241103 -2.225762 0.269 0.832 -0.223
H 0.353294 -3.942713 -0.237982 0.257 -0.362 -0.041
H -1.162746 -4.926983 -0.418672 0.070 -0.082 0.356
H -1.364626 -2.542653 0.488318 -0.791 -0.919 0.437
H -2.443976 -2.994923 -0.921762 -0.077 0.178 0.265
H -1.769476 -0.849983 -1.359872 -0.134 -0.111 0.060
H 0.371194 -0.016453 -0.981032 0.558 0.383 0.741
H 0.754774 -1.500293 -0.016082 0.288 0.193 -0.147
H 0.187314 0.258857 1.549438 0.865 -1.075 0.760
H -1.147296 -0.957973 1.561008 0.150 -0.309 0.115
H -3.027246 0.385417 1.904718 -0.083 -0.254 -0.123
H -2.855936 2.085247 1.443658 0.122 -0.100 -0.279
H -1.879906 1.429557 2.717628 0.602 -0.101 0.037
O 1.041364 3.985247 3.259918 0.681 0.081 1.137
H 1.000304 3.837547 2.315078 -0.533 -0.101 -0.837
H 0.199384 4.385427 3.477078 -0.192 0.041 -0.070
O 0.233644 3.220147 0.844578 0.433 0.232 0.577
H -0.113196 2.349307 0.650748 -0.450 -0.430 -0.143
H 0.293964 3.649817 -0.008642 -0.065 0.242 -0.673
O 3.074534 1.897157 1.430338 0.205 -0.304 -0.057
H 3.524344 1.293717 2.021748 0.161 -0.162 0.095
H 2.531964 2.436867 2.005288 -0.370 0.323 0.124
O 2.901544 2.747847 -1.273442 0.372 -0.032 -0.457
H 3.015734 2.298057 -0.436252 0.035 -0.077 0.452
H 1.952964 2.817237 -1.381182 -0.413 0.284 -0.228
O 0.016394 3.981017 -1.987412 1.071 -0.472 0.521
H -0.512096 4.705937 -1.653612 -0.591 0.780 0.176
H -0.458696 3.673177 -2.759262 -0.461 -0.310 -0.622
```
Positions in Å, forces in eV/Å.

Here are the Mulliken charges for atoms 1 to 5, given in e: -0.738, -0.295, -0.655, -0.393, -0.405

4.
This record from OMol25 describes an isolated molecule of C3H7NO in a non-equilibrium geometry. The level of theory is wB97M-V/def2-TZVPD.

Multiplicity ... 1
Energy above the lowest of the compared OMol25 structures with the same formula, charge and spin ... 0.540 eV
SMILES ... CCC(N)=O
LUMO level ... 0.032 Ha
Gap between HOMO and LUMO ... 10.489 eV

Geometry as XYZ:
```
12
Properties=species:S:1:pos:R:3:forces:R:3
C -0.446241 -0.226179 1.373939 1.318 -0.621 2.195
C -0.097705 0.829652 0.337918 -3.515 -1.428 -1.951
C 0.749588 0.256771 -0.755847 1.182 0.633 -1.917
N 0.248175 -0.691203 -1.623635 -0.943 0.135 1.289
O 1.848228 0.723859 -0.998111 0.250 -0.026 0.396
H -1.077826 0.176157 2.173541 0.076 -0.020 -0.182
H -0.888873 -1.179486 1.075872 -0.452 0.521 -0.899
H 0.454998 -0.660372 1.883825 -0.351 0.874 -0.244
H 0.250426 1.809185 0.599332 0.614 -0.008 0.765
H -1.127027 1.043405 -0.163674 1.530 -0.108 0.561
H -0.663873 -1.074630 -1.476483 -0.191 -0.097 -0.002
H 0.750130 -1.007159 -2.426675 0.482 0.146 -0.010
```
Positions in Å, forces in eV/Å.

Here are the Mulliken charges for atoms 1 to 5, given in e: -1.090, -0.297, 0.548, -0.379, -0.619